A molecular structure, C5H8O in a non-equilibrium geometry. Source: the OMol25 dataset; level of theory: ωB97M-V/def2-TZVPD.

Structure (XYZ):
```
14
C5H8O ωB97M-V/def2-TZVPD
C 1.76471 0.17764 -0.20602
C 0.36693 0.25649 0.41622
C -0.46057 -1.03968 0.39036
C -1.71890 -0.36541 -0.13422
O -2.87133 -0.70996 -0.23295
C -1.23946 0.92421 -0.45008
H 1.72820 -0.21580 -1.22922
H 2.25784 1.15508 -0.23579
H 2.40620 -0.49608 0.38251
H 0.42096 0.68784 1.41590
H -0.60180 -1.53756 1.35447
H -0.08604 -1.77953 -0.32570
H -1.63367 1.85972 -0.08647
H -0.24046 1.06965 -1.06963
```

## Properties
F_max, eV Å⁻¹: 6.507
Energy above the lowest of the compared OMol25 structures with the same formula, charge and spin, kcal/mol: 71.2
HOMO level, eV: -9.168
LUMO level, eV: 0.87
Kohn-Sham gap, eV: 10.0